The following is a quantum chemistry calculation of an isolated molecule of C7H10, from the OMol25 dataset.

## Properties
M in g mol⁻¹: 94.16
Lowest unoccupied orbital energy in Eh: 0.04367
SMILES: C1[C@@H]2CC3(CC3)[C@H]12
Net charge: 0

XYZ file:
```
17
Properties=species:S:1:pos:R:3:lowdin_charge:R:1
C -1.296 -1.398 -0.361 -0.088
C -1.650 0.055 -0.409 -0.202
C -0.479 0.894 -0.924 -0.074
C 0.401 0.267 0.170 -0.415
C 1.484 0.934 0.951 -0.082
C 1.804 -0.235 0.053 -0.085
C -0.780 -0.505 0.720 -0.160
H -0.591 -1.813 -1.072 0.108
H -2.110 -2.061 -0.083 0.104
H -2.687 0.379 -0.398 0.128
H -0.631 1.969 -0.768 0.115
H -0.190 0.706 -1.963 0.110
H 1.819 1.923 0.647 0.101
H 1.518 0.768 2.025 0.101
H 2.335 -0.037 -0.874 0.100
H 2.046 -1.190 0.515 0.104
H -0.994 -0.658 1.770 0.134
```